# C32H30BeN3O9S4Te

A molecular structure, C32H30BeN3O9S4Te (ωB97M-V with the def2-TZVPD basis set, the Open Molecules 2025 dataset).

XYZ file:
```
80
Properties=species:S:1:pos:R:3:lowdin_charge:R:1
Be -0.3341 -0.9332 0.7546 -0.077
O 6.8139 -0.5793 2.5583 0.070
N 5.7851 -0.9355 3.1011 -0.360
O 5.7347 -1.4873 4.1850 0.066
C 4.5241 -0.6850 2.4041 -0.132
C 4.5351 -0.0246 1.1801 0.091
C 3.3723 0.1936 0.5043 -0.031
C 2.0914 -0.2050 1.0212 -0.239
O 1.0125 -0.0160 0.4101 -0.076
C 2.1694 -0.8661 2.3015 -0.050
C 3.3500 -1.1228 2.9593 0.084
N 0.9487 -1.3459 2.9232 -0.273
O 0.9906 -2.2320 3.7239 0.152
O -0.1089 -0.7612 2.6064 -0.010
N 3.4996 0.8215 -0.8291 -0.321
O 2.5697 0.7400 -1.5959 0.094
O 4.5628 1.3654 -1.0820 0.068
H 5.4670 0.3050 0.7487 0.134
H 3.3420 -1.6497 3.9022 0.138
C -8.4016 -0.1252 -0.7852 -0.065
C -6.9352 0.0335 -0.4636 -0.288
C -6.0740 -1.0487 -0.4471 -0.029
C -4.7151 -0.9154 -0.1491 -0.301
C -3.8871 -2.1609 -0.1127 -0.077
C -4.1896 0.3470 0.1466 -0.484
Te -2.1480 0.7722 0.6272 1.127
C -5.0570 1.4562 0.1385 -0.331
C -4.5685 2.8498 0.4532 -0.132
C -6.4031 1.2820 -0.1655 -0.038
H -8.6349 -1.1551 -1.0599 0.067
H -8.6946 0.5221 -1.6160 0.073
H -9.0240 0.1456 0.0720 0.074
H -6.4625 -2.0398 -0.6693 0.111
H -4.2450 -2.8981 -0.8339 0.077
H -3.9369 -2.6162 0.8786 0.087
H -2.8451 -1.9454 -0.3219 0.001
H -3.7636 3.1462 -0.2267 0.038
H -4.1590 2.9005 1.4657 0.057
H -5.3835 3.5714 0.3636 0.068
H -7.0565 2.1510 -0.1713 0.109
O 1.9076 3.2608 0.5680 -0.549
S 0.4858 2.8279 0.2899 0.819
C -0.5312 4.3541 0.2614 -0.319
C -0.6925 4.7906 -1.1941 -0.239
C -0.8027 3.4965 -2.0003 -0.247
C 0.3495 2.6267 -1.5219 -0.341
H 0.0033 5.0664 0.8873 0.085
H -1.4853 4.0890 0.7205 0.059
H 0.1967 5.3467 -1.5053 0.111
H -1.5610 5.4369 -1.3348 0.105
H -0.7620 3.6725 -3.0777 0.111
H -1.7464 2.9997 -1.7700 0.076
H 1.3193 2.9624 -1.8987 0.094
H 0.2209 1.5653 -1.7316 0.066
O -0.0682 -2.3371 0.3361 -0.157
C -0.1997 -3.6601 0.0089 -0.540
C -1.1556 -3.8173 -1.1745 -0.499
C -2.0255 -4.8220 -1.4637 -0.141
C -2.6909 -4.6282 -2.7136 -0.189
C -2.3037 -3.4779 -3.3295 -0.410
S -1.1322 -2.6298 -2.4154 1.080
C 1.1614 -4.2264 -0.4200 -0.460
C 2.3908 -3.7403 -0.1093 -0.093
C 3.4576 -4.5225 -0.6432 -0.176
C 3.0081 -5.5894 -1.3558 -0.419
S 1.2973 -5.6386 -1.3987 1.032
C -0.7303 -4.4272 1.2299 -0.435
C -1.5479 -3.9111 2.1860 -0.117
C -1.8484 -4.8379 3.2262 -0.174
C -1.2537 -6.0459 3.0323 -0.424
S -0.3148 -6.0589 1.6017 1.032
H -2.1954 -5.6656 -0.8045 0.109
H -3.4226 -5.3133 -3.1234 0.096
H -2.6468 -3.0751 -4.2716 0.061
H 2.5331 -2.8516 0.4852 0.101
H 4.5061 -4.2937 -0.4957 0.100
H 3.5843 -6.3456 -1.8668 0.058
H -1.9076 -2.8921 2.1547 0.105
H -2.4634 -4.6014 4.0850 0.101
H -1.2986 -6.9265 3.6565 0.057
```

Computed properties:
E_LUMO ... 1.048 eV
Calculated total energy ... -3954.27663 hartree
Spin multiplicity ... 1
HOMO ... -4.479 eV
Total charge ... -1
Molecular weight ... 865.48 Da

---

# C9H23BaCuNO6P

A molecular structure, C9H23BaCuNO6P (ωB97M-V with the def2-TZVPD basis set, the Open Molecules 2025 dataset).

XYZ file:
```
42
Properties=species:S:1:pos:R:3:lowdin_charge:R:1
Cu -2.0045 -0.8987 -1.2542 0.526
Ba -2.7529 -4.1865 -2.4466 1.980
O -0.9810 -2.8164 -1.2217 -0.633
H -0.2143 -2.5345 -0.7105 -0.052
C -2.0791 -1.3973 -4.9466 -0.285
O -2.6203 -1.9380 -3.9474 -0.274
N -0.9821 -0.6867 -4.8951 -0.154
C -0.4788 0.0036 -6.0897 0.001
C -0.0942 -0.5830 -3.7585 -0.014
H -2.4840 -1.4459 -5.9601 0.158
H -0.1904 1.0190 -5.8330 0.108
H -1.2212 -0.0029 -6.8833 0.100
H 0.3945 -0.5293 -6.4693 0.108
H 0.9201 -0.8500 -4.0592 0.117
H -0.0582 0.4423 -3.3796 0.117
H -0.3374 -1.2288 -2.9142 0.045
C 3.3662 1.7400 1.9228 -0.067
C 2.0727 2.3814 2.3463 -0.236
O 0.9742 2.1257 1.4406 -0.136
P 0.0812 0.8692 1.5876 0.365
O -0.9009 0.6392 0.5127 -0.243
O -0.5695 1.0085 3.0301 -0.172
C -1.8197 1.7233 3.1380 -0.260
C -1.8491 2.3735 4.5082 -0.064
O 1.0541 -0.3465 1.8503 -0.171
C 0.5128 -1.6674 2.0091 -0.256
C 1.6550 -2.6299 1.7872 -0.061
H 4.1726 2.0958 2.5680 0.092
H 3.3613 0.6655 2.1030 0.067
H 3.6371 1.9571 0.8916 0.087
H 1.8156 2.0908 3.3686 0.123
H 2.1927 3.4600 2.4409 0.128
H -1.8785 2.5570 2.4310 0.119
H -2.6792 1.0823 2.9464 0.118
H -2.7213 3.0276 4.5838 0.087
H -1.8502 1.6614 5.3287 0.083
H -1.0198 3.0778 4.5840 0.083
H -0.0439 -1.8349 2.9319 0.132
H -0.2562 -1.7965 1.2337 0.078
H 1.2939 -3.6593 1.7651 0.083
H 2.2010 -2.4315 0.8649 0.083
H 2.3817 -2.5370 2.5945 0.089
```

Computed properties:
E_LUMO ... -7.263 eV
Calculated total energy ... -2869.86451 hartree
Spin multiplicity ... 1
HOMO ... -15.320 eV
Total charge ... +2
Molecular weight ... 473.13 Da

---

# C3H11N5

2 unconnected molecules or ions with the total composition C3H11N5 (ωB97M-V with the def2-TZVPD basis set, the Open Molecules 2025 dataset).

XYZ file:
```
19
Properties=species:S:1:pos:R:3:lowdin_charge:R:1
C 0.8618 -0.0077 1.9621 -0.088
C 2.2703 -0.5229 0.2567 -0.013
C -1.7542 -0.4083 -1.7143 0.067
N -0.1221 0.4826 2.5970 0.061
N 1.0833 0.0632 0.5949 -0.216
N -1.8096 -0.5490 -2.9591 0.219
N -1.0697 1.2770 2.3191 0.139
N 0.1570 0.3250 -0.2053 0.172
H 1.7262 -0.4198 2.3993 0.125
H 2.7951 -0.7660 1.1611 0.097
H 2.3294 -1.4022 -0.5199 0.180
H 2.8552 0.3096 -0.2570 0.164
H -1.6027 -1.3036 -1.0942 0.137
H -1.9560 0.5826 -1.2109 0.141
H -1.8285 0.2297 -3.6449 0.194
H -1.8013 -1.5176 -3.2887 0.176
H -0.9587 2.0042 1.5973 0.148
H -1.6716 1.4943 3.1722 0.190
H 0.4961 0.1287 -1.1656 0.107
```

Computed properties:
E_LUMO (spin up / spin down) ... -9.660 / -9.656 eV
Calculated total energy ... -393.88255 hartree
Spin multiplicity ... 1
HOMO (spin up / spin down) ... -17.298 / -17.303 eV
Total charge ... +2
Molecular weight ... 117.16 Da

---

# CoH12O6

A molecular structure, CoH12O6 (ωB97M-V with the def2-TZVPD basis set, the Open Molecules 2025 dataset).

XYZ file:
```
19
Properties=species:S:1:pos:R:3:lowdin_charge:R:1
Co 0.0113 0.0199 -0.0378 0.705
O 0.5323 -1.4701 -1.4988 -0.001
H 0.2603 -2.3751 -1.2418 0.114
H 0.1243 -1.3471 -2.3518 0.090
O 2.0613 0.3599 0.0812 -0.027
H 2.1203 0.4179 1.0912 0.130
H 2.2373 1.2539 -0.2198 0.094
O -0.2567 1.3129 1.6362 0.043
H -0.1467 1.2289 2.5672 0.099
H -0.4517 2.1899 1.5152 0.060
O -0.0427 1.4179 -1.6028 -0.013
H 0.4443 1.2039 -2.4148 0.117
H -0.8967 1.8429 -1.8058 0.122
O -1.9907 -0.1771 -0.1708 -0.001
H -2.7977 0.1929 0.2352 0.139
H -2.3657 -0.8931 -0.6588 0.093
O 0.3423 -1.4401 1.3642 -0.016
H 0.3643 -2.4001 1.1852 0.127
H 0.4503 -1.3391 2.3272 0.125
```

Computed properties:
E_LUMO (spin up / spin down) ... -7.344 / -8.263 eV
Calculated total energy ... -1840.83868 hartree
Spin multiplicity ... 4
HOMO (spin up / spin down) ... -19.526 / -18.945 eV
Total charge ... +2
<S²> ... 3.75
Molecular weight ... 167.02 Da

---

# C7H5Br2FO

2 unconnected molecules or ions with the total composition C7H5Br2FO (ωB97M-V with the def2-TZVPD basis set, the Open Molecules 2025 dataset).

XYZ file:
```
16
Properties=species:S:1:pos:R:3:lowdin_charge:R:1
F 1.0671 -1.3699 2.0787 0.042
C 0.1442 -0.8930 1.2343 -0.404
C -0.7753 -0.0321 1.6386 -0.037
C -1.5800 0.6645 0.7048 -0.059
C -1.5316 0.2314 -0.6323 -0.103
C -0.6498 -0.7089 -1.0559 -0.113
C 0.2732 -1.2765 -0.0908 -0.643
Br 1.5632 -2.5128 -0.5881 0.838
H -0.6629 0.2341 2.7627 0.164
H -2.4504 1.1413 0.9822 0.080
H -2.0717 0.7429 -1.4045 0.110
H -0.8301 -1.0567 -2.0421 0.106
O 1.5765 1.0138 -2.1355 0.002
C 1.9949 1.0307 -1.0414 -0.704
Br 1.4548 2.4944 0.0826 0.697
H 2.4779 0.2966 -0.4932 0.024
```

Computed properties:
E_LUMO ... 0.235 eV
Calculated total energy ... -5592.82963 hartree
Structure (SMILES) ... Fc1ccccc1Br.O=CBr
Spin multiplicity ... 1
HOMO ... -9.249 eV
Molecular weight ... 283.92 Da

---

# C38H36N2O2OsP2

A molecular structure, C38H36N2O2OsP2 (ωB97M-V with the def2-TZVPD basis set, the Open Molecules 2025 dataset).

XYZ file:
```
81
Properties=species:S:1:pos:R:3:lowdin_charge:R:1
Os -0.1340 0.2709 0.2643 1.191
O -0.2649 -4.8852 -4.3234 -0.021
C -1.4805 -4.2943 -3.9696 -0.183
C -1.2003 -3.2250 -2.9604 -0.101
C -2.2280 -2.4759 -2.3829 0.048
C -1.9206 -1.5170 -1.4502 -0.086
N -0.6498 -1.2490 -1.0801 -0.068
C 0.3609 -1.9442 -1.6662 -0.164
C 0.1131 -2.9381 -2.5841 0.106
C 1.7050 -1.5188 -1.2495 -0.164
C 2.8729 -2.1095 -1.6716 0.106
C 4.0968 -1.6715 -1.1614 -0.100
C 5.3728 -2.3164 -1.6030 -0.183
O 5.0572 -3.3109 -2.5319 -0.021
C 4.0879 -0.6350 -0.2242 0.048
C 2.8936 -0.0625 0.1339 -0.081
N 1.7121 -0.4833 -0.3680 -0.069
H -0.3981 -5.5602 -4.9978 0.129
H -2.1864 -5.0095 -3.5269 0.157
H -1.9900 -3.8255 -4.8227 0.159
H -3.2619 -2.6407 -2.6588 0.148
H -2.6879 -0.9236 -0.9735 0.106
H 0.9154 -3.4982 -3.0432 0.137
H 2.8718 -2.9287 -2.3765 0.137
H 5.8793 -2.7099 -0.7114 0.159
H 6.0217 -1.5357 -2.0232 0.158
H 5.8522 -3.7737 -2.8183 0.129
H 5.0074 -0.2766 0.2212 0.148
H 2.8432 0.7498 0.8468 0.110
C -1.9054 2.8816 1.5457 -0.291
C -1.2491 2.2832 2.7885 -0.291
P -0.5052 0.6519 2.4537 0.934
C 0.4928 0.0844 3.7943 -0.358
C 1.6517 0.8254 4.0729 -0.085
C 2.4233 0.4897 5.1691 -0.025
C 2.0439 -0.5731 5.9847 0.005
C 0.8930 -1.3044 5.7115 -0.015
C 0.1096 -0.9814 4.6168 -0.057
C -1.6741 -0.5434 1.7873 -0.459
C -3.0857 -0.3279 1.6992 -0.046
C -3.9424 -1.3897 1.5741 -0.004
C -3.4348 -2.6975 1.5332 0.049
C -2.0672 -2.9505 1.6217 -0.008
C -1.1948 -1.8945 1.7651 -0.105
P -1.2124 2.2207 -0.0094 0.930
C -2.1850 2.7212 -1.3953 -0.354
C -1.7060 3.6139 -2.3613 -0.059
C -2.5542 4.0383 -3.3697 -0.014
C -3.8656 3.5789 -3.4158 0.005
C -4.3447 2.6940 -2.4533 -0.025
C -3.5109 2.2629 -1.4391 -0.086
C 0.5634 2.4690 -0.1700 -0.448
C 1.0683 2.3142 -1.5027 -0.099
C 2.3010 2.8182 -1.8555 -0.007
C 3.0513 3.5114 -0.9097 0.050
C 2.5820 3.7024 0.3980 -0.005
C 1.3613 3.2015 0.7670 -0.048
H -1.8855 3.9745 1.5430 0.129
H -2.9631 2.6199 1.4765 0.087
H -1.9315 2.2286 3.6408 0.129
H -0.4048 2.8786 3.1408 0.090
H 1.9466 1.6606 3.4453 0.099
H 3.3155 1.0561 5.3992 0.131
H 2.6456 -0.8248 6.8482 0.137
H 0.5999 -2.1167 6.3626 0.134
H -0.8039 -1.5328 4.4331 0.116
H -3.4958 0.6673 1.8002 0.108
H -5.0119 -1.2270 1.5391 0.142
H -4.1263 -3.5283 1.4504 0.147
H -1.6963 -3.9669 1.6135 0.141
H -0.1340 -2.0884 1.8908 0.124
H -0.6993 4.0086 -2.3121 0.112
H -2.1995 4.7406 -4.1117 0.134
H -4.5265 3.9232 -4.2007 0.137
H -5.3707 2.3541 -2.4940 0.131
H -3.8948 1.5828 -0.6846 0.099
H 0.4541 1.8303 -2.2556 0.123
H 2.6645 2.7051 -2.8684 0.141
H 4.0090 3.9335 -1.1924 0.147
H 3.1678 4.2829 1.0989 0.141
H 0.9758 3.4362 1.7488 0.103
```

Computed properties:
E_LUMO ... -13.465 eV
Calculated total energy ... -2501.59190 hartree
Spin multiplicity ... 1
HOMO ... -19.460 eV
Total charge ... +4
Molecular weight ... 804.90 Da

---

# C3H12NSi

2 unconnected molecules or ions with the total composition C3H12NSi (ωB97M-V with the def2-TZVPD basis set, the Open Molecules 2025 dataset).

XYZ file:
```
17
Properties=species:S:1:pos:R:3:lowdin_charge:R:1
C -2.0349 -1.2499 -1.1130 0.024
C -1.4224 -2.7210 -1.2093 0.091
C -0.5845 -1.5029 -0.8216 -0.143
N 0.7883 0.6616 0.3427 -0.083
Si 1.9197 2.0787 1.5158 0.673
H -2.1136 -0.6889 -2.1308 0.170
H -0.1880 -1.0498 -1.7258 0.111
H -2.8117 -1.0099 -0.4420 0.109
H -1.0999 -3.2408 -2.1839 0.165
H -1.5630 -3.5400 -0.4589 0.151
H -0.1917 -1.4575 0.1193 0.057
H 1.5435 0.0054 -0.1715 0.092
H 0.2084 0.8960 -0.4515 0.005
H 0.1803 0.2279 0.9876 -0.012
H 2.4928 1.1165 2.3567 -0.149
H 2.9746 2.8088 0.6541 -0.089
H 0.9935 2.8226 2.1653 -0.173
```

Computed properties:
E_LUMO (spin up / spin down) ... -3.171 / -10.109 eV
Calculated total energy ... -465.14607 hartree
Spin multiplicity ... 3
HOMO (spin up / spin down) ... -7.467 / -15.165 eV
Total charge ... +1
<S²> ... 2.01
Molecular weight ... 90.22 Da